1.
The following is a DFT calculation (wB97M-V/def2-TZVPD) of BeFH14O7 as an isolated structure.

HOMO-LUMO gap = 0.37650 Ha
E_tot = -649.6201 a.u.
charge = +1
relative energy (zero: lowest compared OMol25 entry of this formula, charge and spin) = 0.0 kcal per mole
HOMO level = -14.3 eV

Geometry as XYZ:
```
23
Properties=species:S:1:pos:R:3:lowdin_charge:R:1
Be 0.47196 -1.17443 0.14448 0.119
F -0.03504 0.17857 0.51148 -0.237
O -0.79904 -2.08843 -0.49552 0.069
H -1.52204 -2.63243 -0.07452 0.169
H -1.25304 -1.64043 -1.23552 0.136
O 1.03396 1.38757 -2.24552 -0.035
H 0.36396 1.93257 -1.77952 0.018
H 0.62096 1.13357 -3.04552 0.035
O 1.55196 -1.11243 -1.11652 0.119
H 2.28996 -1.63543 -1.44352 0.146
H 1.85596 -0.26143 -1.38952 0.075
O -0.16904 2.71857 -0.29352 -0.014
H -1.07104 2.96357 -0.21152 0.048
H -0.13804 1.78957 -0.03752 -0.007
O 0.94196 -2.20543 1.35748 0.134
H 0.58096 -3.06743 1.54848 0.133
H 1.01896 -1.79443 2.22948 0.145
O 0.26096 1.11757 2.94248 -0.032
H 0.83796 1.81757 2.61848 0.050
H 0.22096 0.63957 2.13648 -0.058
O -2.66804 0.42057 0.08348 -0.033
H -1.78804 0.41957 0.41848 -0.036
H -2.60704 1.09357 -0.62252 0.055
```



2.
The following is a DFT calculation (wB97M-V/def2-TZVPD) of BeFH8O4 as an isolated structure.

HOMO-LUMO gap = 0.37243 Ha
E_tot = -420.2820 a.u.
charge = +1
relative energy (zero: lowest compared OMol25 entry of this formula, charge and spin) = 11.0 kcal per mole
HOMO level = -14.3 eV

Geometry as XYZ:
```
14
Properties=species:S:1:pos:R:3:lowdin_charge:R:1
Be 0.26336 -0.66336 0.23584 0.148
F 1.00668 0.67763 0.16529 -0.260
O -0.47780 -1.04230 1.67766 0.130
H 0.20227 -1.35404 2.24389 0.112
H -0.88102 -0.27581 2.14403 0.168
O 1.07363 -1.98392 -0.30799 0.113
H 2.03644 -1.88125 -0.39103 0.151
H 1.00638 -2.08654 -1.28713 0.162
O -0.55327 2.68325 -0.34340 -0.066
H -0.29301 3.59464 -0.40710 0.040
H 0.15774 2.02378 -0.36825 -0.022
O -1.07185 -0.25721 -0.90469 0.044
H -1.77294 0.37164 -0.70600 0.107
H -0.69660 0.19350 -1.75112 0.173
```



3.
The following is a DFT calculation (wB97M-V/def2-TZVPD) of BeH8O4 as an isolated structure.

HOMO-LUMO gap = 0.53473 Ha
E_tot = -319.9948 a.u.
charge = +2
relative energy (zero: lowest compared OMol25 entry of this formula, charge and spin) = 9.2 kcal per mole
HOMO level = -23.0 eV

Geometry as XYZ:
```
13
Properties=species:S:1:pos:R:3:lowdin_charge:R:1
Be -0.11444 -0.02241 0.03553 0.146
O 1.23450 -0.07370 0.90809 0.120
H 2.03248 0.28066 0.45566 0.178
H 1.19666 0.29195 1.81258 0.172
O -0.85792 1.48951 0.17760 0.097
H -1.01312 1.96349 1.02628 0.167
H -0.47037 2.13526 -0.51191 0.194
O -1.05049 -1.27977 0.53915 0.149
H -1.16718 -2.00377 -0.08092 0.153
H -0.78285 -1.66287 1.37691 0.150
O 0.28411 -0.20052 -1.54463 0.149
H 0.85876 -0.91788 -1.80933 0.153
H -0.15013 0.00004 -2.38501 0.172
```



4.
The following is a DFT calculation (wB97M-V/def2-TZVPD) of Br2Cu as an isolated structure.

HOMO-LUMO gap = 0.28072 Ha
E_tot = -6788.6350 a.u.
charge = -1
relative energy (zero: lowest compared OMol25 entry of this formula, charge and spin) = 8.4 kcal per mole
HOMO level = -4.8 eV

Geometry as XYZ:
```
3
Properties=species:S:1:pos:R:3:lowdin_charge:R:1
Cu 0.55447 0.40444 0.73494 -0.066
Br 1.50325 -0.85110 -1.63914 -0.526
Br -2.05772 0.44666 0.90421 -0.408
```



5.
The following is a DFT calculation (wB97M-V/def2-TZVPD) of one molecule with the formula Br2FH2PSi.

HOMO-LUMO gap = 0.38654 Ha
SMILES = F[Si](P)(Br)Br
E_tot = -5880.0217 a.u.
relative energy (zero: lowest compared OMol25 entry of this formula, charge and spin) = 40.0 kcal per mole
HOMO level = -10.9 eV

Geometry as XYZ:
```
7
Properties=species:S:1:pos:R:3:lowdin_charge:R:1
F 1.94824 0.11332 0.83414 -0.485
Si 0.01128 -0.47974 0.39007 -0.415
P -1.03086 1.08162 -0.83133 0.531
Br -0.84526 -0.64170 2.44542 0.281
Br 0.31562 -2.59533 -0.25964 0.291
H -0.47235 0.56487 -2.16776 -0.085
H 0.07332 1.95697 -0.41090 -0.117
```



6.
The following is a DFT calculation (wB97M-V/def2-TZVPD) of Br2H2O2Si as an isolated structure.

HOMO-LUMO gap = 0.36188 Ha
E_tot = -5589.2940 a.u.
relative energy (zero: lowest compared OMol25 entry of this formula, charge and spin) = 69.8 kcal per mole
HOMO level = -10.0 eV

Geometry as XYZ:
```
7
Properties=species:S:1:pos:R:3:lowdin_charge:R:1
O 1.07362 -0.03251 1.59966 -0.339
O -0.07089 -0.06986 -1.54886 -0.245
Si -0.55293 0.03818 -0.04738 -0.419
Br -1.73288 -1.64531 0.43713 0.503
Br -1.26895 1.99740 0.41642 0.468
H 1.77945 -0.46027 1.21245 -0.112
H 0.77259 0.17238 -2.06943 0.143
```



7.
The following is a DFT calculation (wB97M-V/def2-TZVPD) of a 2-piece molecular cluster, Br2H4P2Si overall.

HOMO-LUMO gap = 0.26028 Ha
E_tot = -6122.6177 a.u.
relative energy (zero: lowest compared OMol25 entry of this formula, charge and spin) = 40.5 kcal per mole
HOMO level = -8.3 eV

Geometry as XYZ:
```
9
Properties=species:S:1:pos:R:3:lowdin_charge:R:1
Si 0.92738 -0.24001 0.07485 -0.473
P -1.26061 0.26875 -2.13666 0.529
P -0.29370 -0.11637 2.01883 0.558
Br 2.62796 1.03349 -0.70076 0.167
Br 1.80284 -2.30321 -0.18612 0.160
H -1.65667 -1.02526 -2.09456 -0.289
H -1.91392 0.71638 -0.90721 -0.245
H 0.67741 0.74301 2.50004 -0.180
H -0.91070 0.92324 1.43160 -0.228
```



8.
The following is a DFT calculation (wB97M-V/def2-TZVPD) of a 2-piece molecular cluster, Br2HOP overall.

HOMO-LUMO gap (alpha / beta) = 0.25406 / 0.25422 Ha
E_tot = -5565.1426 a.u.
relative energy (zero: lowest compared OMol25 entry of this formula, charge and spin) = 90.5 kcal per mole
HOMO level (alpha / beta) = -9.3 / -9.3 eV

Geometry as XYZ:
```
5
Properties=species:S:1:pos:R:3:lowdin_charge:R:1
O 1.58173 0.21923 0.29661 -0.405
P -0.61043 -0.40784 -1.12599 0.150
Br -1.64859 1.15290 0.14185 0.116
Br -1.03884 -2.07834 0.11507 0.232
H 1.71614 1.11405 0.57246 -0.092
```



9.
The following is a DFT calculation (wB97M-V/def2-TZVPD) of Br3FZn as an isolated structure.

HOMO-LUMO gap = 0.29076 Ha
E_tot = -9601.4630 a.u.
charge = -2
relative energy (zero: lowest compared OMol25 entry of this formula, charge and spin) = 2.6 kcal per mole
HOMO level = -1.9 eV

Geometry as XYZ:
```
5
Properties=species:S:1:pos:R:3:lowdin_charge:R:1
Zn -13.38575 22.90025 -23.39486 -0.241
F -14.89012 24.17980 -23.86608 -0.701
Br -12.77928 23.79875 -21.16050 -0.354
Br -11.83016 23.21793 -25.47982 -0.442
Br -13.91286 20.62999 -23.29144 -0.262
```



10.
The following is a DFT calculation (wB97M-V/def2-TZVPD) of Br3OV as an isolated structure.

⟨S²⟩ = 0.776
HOMO-LUMO gap (alpha / beta) = 0.29643 / 0.31678 Ha
spin multiplicity = 2
E_tot = -8741.5057 a.u.
charge = -1
relative energy (zero: lowest compared OMol25 entry of this formula, charge and spin) = 0.9 kcal per mole
HOMO level (alpha / beta) = -5.9 / -5.9 eV

Geometry as XYZ:
```
5
Properties=species:S:1:pos:R:3:lowdin_charge:R:1
O -9.99887 5.11171 -25.82957 -0.484
V -11.42810 4.70644 -25.32067 0.076
Br -10.88412 4.09845 -22.83330 -0.178
Br -11.37349 2.32004 -26.36350 -0.164
Br -14.04888 5.03524 -25.17642 -0.250
```



11.
The following is a DFT calculation (wB97M-V/def2-TZVPD) of Br4P2 as an isolated structure.

HOMO-LUMO gap (alpha / beta) = 0.18319 / 0.18363 Ha
E_tot = -10978.7582 a.u.
relative energy (zero: lowest compared OMol25 entry of this formula, charge and spin) = 65.3 kcal per mole
HOMO level (alpha / beta) = -9.1 / -9.1 eV

Geometry as XYZ:
```
6
Properties=species:S:1:pos:R:3:lowdin_charge:R:1
P 0.06143 0.77559 -0.04575 -0.324
P 0.14530 -1.42006 0.27082 0.240
Br 2.22406 0.96824 -1.07952 -0.010
Br 0.58173 1.19477 2.13547 0.091
Br -0.21392 -2.03847 -1.76734 0.235
Br -2.79859 0.51992 0.48633 -0.232
```



12.
The following is a DFT calculation (wB97M-V/def2-TZVPD) of Br5Hf as an isolated structure.

HOMO-LUMO gap = 0.28883 Ha
E_tot = -12918.1484 a.u.
charge = -1
relative energy (zero: lowest compared OMol25 entry of this formula, charge and spin) = 198.4 kcal per mole
HOMO level = -4.7 eV

Geometry as XYZ:
```
6
Properties=species:S:1:pos:R:3:lowdin_charge:R:1
Hf 3.74579 -10.61230 26.46062 -1.177
Br 4.31579 -12.75517 26.28541 0.038
Br 5.63251 -9.98238 27.31728 0.060
Br 3.04053 -8.55002 26.59170 0.027
Br 3.36540 -11.13849 28.59897 0.009
Br 1.64156 -10.92101 25.98606 0.042
```



13.
The following is a DFT calculation (wB97M-V/def2-TZVPD) of BrCaZn as an isolated structure.

⟨S²⟩ = 0.753
HOMO-LUMO gap (alpha / beta) = 0.30806 / 0.27587 Ha
spin multiplicity = 2
E_tot = -5028.8412 a.u.
charge = +4
relative energy (zero: lowest compared OMol25 entry of this formula, charge and spin) = 0.0 kcal per mole
HOMO level (alpha / beta) = -31.0 / -30.5 eV

Geometry as XYZ:
```
3
Properties=species:S:1:pos:R:3:lowdin_charge:R:1
Ca 7.32326 17.25637 0.83603 1.772
Zn 10.93279 21.81757 -0.22933 1.647
Br 9.06543 19.58852 0.27196 0.582
```



14.
The following is a DFT calculation (wB97M-V/def2-TZVPD) of BrCl2OPS2 as an isolated structure.

HOMO-LUMO gap (alpha / beta) = 0.27363 / 0.24240 Ha
E_tot = -4707.3345 a.u.
relative energy (zero: lowest compared OMol25 entry of this formula, charge and spin) = 37.8 kcal per mole
HOMO level (alpha / beta) = -9.1 / -8.2 eV

Geometry as XYZ:
```
7
Properties=species:S:1:pos:R:3:lowdin_charge:R:1
O -1.71402 1.90672 0.34839 -0.589
P 1.52536 -0.19720 -0.82484 0.009
S -0.65504 0.91990 0.61303 0.383
S 1.97299 -1.54068 0.66890 -0.082
Cl -1.38731 -0.90438 -0.04812 0.075
Cl 0.92292 -3.09918 0.19886 0.069
Br 2.72187 1.44082 0.10718 0.136
```



15.
The following is a DFT calculation (wB97M-V/def2-TZVPD) of a 3-piece molecular cluster, BrClFHN3O overall.

HOMO-LUMO gap = 0.29313 Ha
E_tot = -3374.0513 a.u.
charge = -1
relative energy (zero: lowest compared OMol25 entry of this formula, charge and spin) = 105.7 kcal per mole
HOMO level = -5.1 eV

Geometry as XYZ:
```
8
Properties=species:S:1:pos:R:3:lowdin_charge:R:1
N 1.63247 -0.31750 0.78282 -0.037
N 2.77521 -0.73045 0.37878 -0.275
N 3.88542 -0.67428 0.85222 -0.349
O 0.59748 -0.79900 0.27660 -0.170
F 2.59773 -1.93535 -0.90167 -0.361
Cl -1.64706 0.96780 -0.16269 0.325
Br 5.29627 0.48946 -0.01940 0.232
H -1.04182 -0.07093 -0.13643 -0.365
```



16.
The following is a DFT calculation (wB97M-V/def2-TZVPD) of a 2-piece molecular cluster, BrClFHSi overall.

HOMO-LUMO gap (alpha / beta) = 0.34198 / 0.17303 Ha
E_tot = -3424.1534 a.u.
relative energy (zero: lowest compared OMol25 entry of this formula, charge and spin) = 104.4 kcal per mole
HOMO level (alpha / beta) = -10.5 / -8.0 eV

Geometry as XYZ:
```
5
Properties=species:S:1:pos:R:3:lowdin_charge:R:1
F -0.86463 -1.57449 -0.86955 -0.273
Si -0.70374 -0.71127 0.47926 0.210
Cl -0.08180 1.10168 0.08289 0.251
Br 1.98802 2.94644 -1.08680 -0.112
H -0.33786 -1.76235 1.39420 -0.076
```



17.
The following is a DFT calculation (wB97M-V/def2-TZVPD) of one molecule with the formula BrClHOP.

HOMO-LUMO gap = 0.36276 Ha
SMILES = OP(Cl)Br
E_tot = -3451.4456 a.u.
relative energy (zero: lowest compared OMol25 entry of this formula, charge and spin) = 12.0 kcal per mole
HOMO level = -9.7 eV

Geometry as XYZ:
```
5
Properties=species:S:1:pos:R:3:lowdin_charge:R:1
O -0.73704 0.61787 0.50111 -0.564
P 0.09525 -0.09541 -0.70042 0.007
Cl 1.72744 1.05936 -0.58951 0.190
Br 0.77638 -1.94049 0.36585 0.167
H -1.86204 0.35867 0.42297 0.199
```



18.
The following is a DFT calculation (wB97M-V/def2-TZVPD) of a 2-piece molecular cluster, BrClI2Si overall.

HOMO-LUMO gap (alpha / beta) = 0.32003 / 0.15443 Ha
E_tot = -3919.1160 a.u.
relative energy (zero: lowest compared OMol25 entry of this formula, charge and spin) = 84.4 kcal per mole
HOMO level (alpha / beta) = -10.1 / -7.6 eV

Geometry as XYZ:
```
5
Properties=species:S:1:pos:R:3:lowdin_charge:R:1
Si 0.34753 0.65619 -0.15541 -0.953
Cl -0.19328 0.18750 -1.94441 0.248
Br -2.75105 -2.04844 0.75387 -0.058
I 0.76738 -1.26125 1.30830 0.339
I 1.82941 2.46600 0.03765 0.425
```



19.
The following is a DFT calculation (wB97M-V/def2-TZVPD) of BrClINOS as an isolated structure.

HOMO-LUMO gap (alpha / beta) = 0.27198 / 0.27203 Ha
E_tot = -3859.8913 a.u.
relative energy (zero: lowest compared OMol25 entry of this formula, charge and spin) = 35.9 kcal per mole
HOMO level (alpha / beta) = -9.5 / -9.5 eV

Geometry as XYZ:
```
6
Properties=species:S:1:pos:R:3:lowdin_charge:R:1
N 0.51112 -0.63855 0.87397 -0.881
O -0.97016 0.59392 -1.29896 -0.963
S 0.82020 -1.20254 -0.42395 0.834
Cl 1.05840 1.53154 1.04226 -0.025
Br -3.53363 -0.70133 0.38575 -0.078
I -1.46671 0.86019 0.41662 1.113
```



20.
The following is a DFT calculation (wB97M-V/def2-TZVPD) of a 2-piece molecular cluster, BrClO2S overall.

HOMO-LUMO gap = 0.31435 Ha
E_tot = -3582.8281 a.u.
relative energy (zero: lowest compared OMol25 entry of this formula, charge and spin) = 8.2 kcal per mole
HOMO level = -10.3 eV

Geometry as XYZ:
```
5
Properties=species:S:1:pos:R:3:lowdin_charge:R:1
O 1.87499 -0.06855 1.23532 -0.449
O 0.88144 -0.22695 -0.98873 -0.534
S 2.03468 -0.62326 -0.09753 0.927
Cl -1.66488 1.15187 -0.44011 -0.081
Br -3.12622 -0.23311 0.29105 0.137
```